No. 1
The following is a quantum chemistry calculation of a structure of composition C15H19ClOOs in a non-equilibrium geometry, from the OMol25 dataset.

Summary:
Total energy ... -32875.7308 eV
Energy relative to the best compared isomer or geometry (same formula, charge and spin) ... 42.60 kcal per mole
HOMO level (alpha / beta) ... -0.483 / -0.577 Ha
Kohn-Sham gap (alpha / beta) ... 5.20 / 6.61 eV

```
! RIJCOSX wB97M-V def2-TZVPD def2/J DEFGRID3
* xyz 2 5
H 3.3903 0.2719 0.0472
C -1.5289 1.3613 -1.3757
H 1.6732 0.9741 -2.5066
C 0.5805 2.2531 -0.9766
H -1.2519 3.0545 0.0855
H -3.7477 -4.6067 -1.3839
H -5.8293 -1.6671 -0.6709
C 0.7213 1.1654 -2.0192
H -6.9290 -2.7496 0.2054
C 1.4494 1.3575 0.3606
H -5.3064 -5.0361 1.4430
C -4.5446 -4.2698 1.1885
C 1.8481 -0.6484 1.6250
H -4.4269 -3.6381 2.0910
C 1.9300 -1.3183 -0.6859
H 2.0404 -0.0150 2.4931
Cl -1.9738 -1.3997 0.0028
C 2.4740 -0.3384 0.2610
C -5.8802 -2.3881 0.1690
C -0.5623 0.6523 -2.2460
Os 0.2440 0.0236 -0.1266
C -4.7046 -4.0524 -1.3194
H -4.6947 -3.2743 -2.1077
H 1.2741 3.1001 -0.7552
H -3.5933 -4.8166 1.0361
C -0.8578 2.2941 -0.5899
H 0.4323 -2.2130 2.2343
H -5.7149 -1.8220 1.1066
C -4.9639 -3.5137 0.0125
H -5.5004 -4.7723 -1.6035
H 2.3452 -1.4430 -1.6838
H 0.6392 -3.0974 -0.3306
H -2.6061 1.2206 -1.4358
C 1.0699 -2.1672 0.0373
O 2.3938 2.0430 0.5844
C 0.9700 -1.7045 1.4413
H -0.8179 -0.0354 -3.0488
*
```

Mulliken population analysis, charges in e, atoms 1 to 8: atom 1 (H): 0.542, atom 2 (C): -0.485, atom 3 (H): 0.591, atom 4 (C): 0.219, atom 5 (H): 0.467, atom 6 (H): 0.359, atom 7 (H): 0.352, atom 8 (C): -0.884



No. 2
The following is a quantum chemistry calculation of a structure of composition C15H19CoN11OP, from the OMol25 dataset.

Summary:
Total energy ... -81204.6564 eV
Energy relative to the best compared isomer or geometry (same formula, charge and spin) ... 0.00 kcal per mole
HOMO level (alpha / beta) ... -0.518 / -0.518 Ha
Kohn-Sham gap (alpha / beta) ... 6.47 / 6.48 eV

```
! RIJCOSX wB97M-V def2-TZVPD def2/J DEFGRID3
* xyz 2 1
C 1.3418 0.8514 -4.9383
O 1.7276 0.5913 -0.0418
H -2.5621 -0.9873 4.8436
H -0.8299 -2.8146 -1.7305
C -2.7822 -3.1212 -0.7394
H 0.9275 -0.4352 4.9147
H 0.7981 2.8676 0.5051
C 0.4584 -0.3571 3.9495
H 4.1767 2.5260 -0.5096
C -4.3063 2.7922 0.7146
C -1.1732 -0.1565 2.5009
H -0.4588 2.4256 -1.8447
H -5.0622 2.0286 0.5483
H -1.3036 -0.2569 5.8502
H -4.1960 2.9933 1.7770
N 1.7225 2.8664 0.1139
H -5.3516 -1.7983 0.6998
C -1.5844 -2.5328 -1.0189
N -3.3838 -2.3706 0.2316
H 2.0098 -0.4610 2.3798
C -1.2249 2.2682 -1.1067
N 0.3986 0.1721 -4.2964
C -4.6891 -2.6501 0.8333
P -2.8190 -0.0052 1.7287
N -0.0437 -0.2435 1.8006
H -4.6048 3.7040 0.2067
Co -0.0052 -0.1983 -0.1400
N -3.0240 2.3585 0.1506
N 2.1314 1.4697 -5.5022
H 2.2185 3.7401 0.0590
N -0.8956 -0.2228 3.8149
H -5.1151 -3.5110 0.3273
C -1.8557 -0.1645 4.9200
H 4.0390 0.8138 -0.7240
C -2.3521 2.9918 -0.8601
C -2.5568 -1.3580 0.5392
N -1.2078 1.2162 -0.2322
H -2.3787 0.7886 4.9096
N 0.2256 -0.3877 -1.9521
C 2.3331 1.6986 -0.1238
H -4.5723 -2.8794 1.8897
N -1.4567 -1.4399 -0.2080
C -2.3158 1.2797 0.5164
N 3.6231 1.6884 -0.4487
H -3.2502 -3.9995 -1.1483
C 0.3582 -0.0889 -3.0935
C 0.9841 -0.3678 2.6912
H -2.7331 3.8839 -1.3258
*
```

Mulliken population analysis, charges in e, atoms 1 to 8: atom 1 (C): 0.467, atom 2 (O): -0.717, atom 3 (H): 0.324, atom 4 (H): 0.538, atom 5 (C): -0.478, atom 6 (H): 0.456, atom 7 (H): 0.194, atom 8 (C): -0.449